Entry 1:
Entry from OMol25: a molecular structure, C13H26CoOP2Se in a non-equilibrium geometry (wB97M-V/def2-TZVPD).

Geometry as XYZ:
```
44
Properties=species:S:1:pos:R:3:forces:R:3:mulliken_charge:R:1
Co -0.048 0.109 0.361 0.424 -1.383 -2.717 -0.225
H 0.807 0.890 -0.755 1.426 -2.145 -0.189 -0.023
H 1.333 -0.076 -0.481 -1.092 1.794 -1.564 -0.100
P -1.238 1.644 -0.792 -1.803 1.827 -0.357 1.052
P 0.689 -2.064 0.355 0.619 -2.068 0.803 1.123
C 0.815 -2.714 2.090 -0.088 0.177 -0.180 -1.408
H 1.138 -3.757 2.126 -0.004 0.044 -0.142 0.425
H 1.528 -2.106 2.655 -0.132 0.004 -0.061 0.347
H -0.165 -2.643 2.567 0.052 0.076 0.025 0.371
C -0.297 -3.436 -0.406 -0.168 0.407 -0.012 -1.308
H -0.326 -3.277 -1.489 -0.128 -0.037 0.155 0.361
H 0.111 -4.435 -0.204 0.087 0.348 0.062 0.405
H -1.316 -3.374 -0.006 0.177 0.003 -0.206 0.374
C 2.374 -2.582 -0.237 -0.074 0.180 -0.043 -1.275
H 3.145 -1.996 0.271 -0.105 0.046 -0.079 0.326
H 2.583 -3.643 -0.063 -0.213 0.111 0.099 0.407
H 2.455 -2.409 -1.312 0.025 0.115 0.015 0.380
C -2.796 1.178 -1.688 0.230 -0.254 0.204 -1.314
H -3.349 2.038 -2.089 0.304 -0.072 0.171 0.407
H -2.529 0.513 -2.517 -0.120 0.015 0.167 0.364
H -3.438 0.632 -0.987 0.161 0.022 -0.216 0.367
C -1.933 2.929 0.353 0.112 -0.154 -0.093 -1.395
H -1.112 3.455 0.849 -0.068 -0.135 0.008 0.336
H -2.552 3.663 -0.167 0.037 -0.066 -0.092 0.418
H -2.548 2.439 1.111 0.101 0.001 0.022 0.383
C -0.527 2.787 -2.072 0.176 -0.175 0.126 -1.271
H -0.179 2.206 -2.927 0.108 -0.014 0.039 0.380
H -1.250 3.520 -2.445 -0.064 -0.170 0.207 0.401
H 0.321 3.331 -1.646 -0.006 -0.115 -0.054 0.367
C -0.658 0.266 1.957 -0.286 1.476 4.079 0.164
O -0.773 0.549 3.069 -0.607 -0.721 -1.018 -0.344
H -1.405 -0.734 0.049 -0.259 -0.179 -0.304 -0.388
Se 2.009 1.288 1.305 -1.158 -0.194 0.509 0.104
C 3.407 2.391 1.603 1.203 0.137 1.021 0.130
C 4.596 2.007 0.930 -1.906 -0.230 -0.093 -0.279
C 5.743 2.653 1.268 1.253 1.065 0.605 -0.538
C 5.682 3.647 2.297 -0.606 -0.225 -0.129 -0.327
C 4.477 3.987 3.010 1.451 0.315 -0.387 -0.557
C 3.323 3.338 2.665 -0.542 -1.027 -1.201 -0.288
H 4.459 1.176 0.188 0.621 1.080 0.716 0.292
H 6.673 2.388 0.708 -0.665 0.544 0.891 0.321
H 6.592 4.174 2.542 0.069 0.045 0.091 0.354
H 4.437 4.757 3.808 0.448 -0.618 -0.656 0.338
H 2.325 3.450 3.138 1.010 0.149 -0.221 0.343
```
Positions in Å, forces in eV/Å.

The multiplicity is 4. As for the HOMO-LUMO gap (spin up / spin down): 6.15 / 5.91 eV. Its expectation value of S² is 3.84. The calculated total energy comes out at -5052.86583 a.u. For the highest occupied orbital energy (spin up / spin down), the calculation gives -5.54 / -7.32 eV. The LUMO energy (spin up / spin down) comes out at 0.6 / -1.4 eV.

***

Entry 2:
Entry from OMol25: a molecular structure, C2H6ClISi in a non-equilibrium geometry (wB97M-V/def2-TZVPD).

Geometry as XYZ:
```
11
Properties=species:S:1:pos:R:3:forces:R:3:mulliken_charge:R:1
C -0.793 -0.098 -1.484 -0.562 0.299 -0.931 -0.936
C -0.083 -0.285 1.564 2.961 1.115 -0.833 -1.128
Si 0.325 0.542 -0.091 1.377 -1.269 0.847 0.441
Cl 0.778 2.528 0.005 -0.499 -0.274 -0.181 -0.180
I 3.394 -0.241 -0.241 -2.179 0.328 -0.057 -0.339
H -0.331 -0.944 -2.053 -0.038 0.952 0.332 0.324
H -1.783 -0.521 -1.175 0.899 0.441 0.467 0.338
H -1.088 0.747 -2.182 0.718 -0.981 0.585 0.302
H 0.485 0.000 2.452 -0.202 0.527 -0.248 0.322
H -1.068 -0.429 1.744 -3.514 0.581 0.679 0.463
H 0.163 -1.299 1.462 1.040 -1.720 -0.660 0.393
```
Positions in Å, forces in eV/Å.

As for the HOMO-LUMO gap: 7.89 eV. The calculated total energy comes out at -1127.22532 a.u. For the highest occupied orbital energy, the calculation gives -8.65 eV. The LUMO energy comes out at -0.8 eV. The value obtained for the relative energy (zero: lowest compared OMol25 entry of this formula, charge and spin) is 131.0 kJ/mol.

***

Entry 3:
Entry from OMol25: 6 unconnected molecules or ions with the total composition H12O6 in a non-equilibrium geometry (wB97M-V/def2-TZVPD).

Geometry as XYZ:
```
18
Properties=species:S:1:pos:R:3:forces:R:3:mulliken_charge:R:1
O 0.270 -1.245 1.808 0.754 -1.713 -1.527 -0.629
H -0.602 -1.397 1.382 0.947 0.036 0.384 0.305
H 0.907 -1.900 1.349 -1.706 1.613 1.140 0.323
O 4.456 -1.917 -0.849 -1.760 -2.969 -3.513 -0.597
H 4.489 -1.253 -0.253 0.462 3.360 3.260 0.304
H 3.530 -1.833 -1.191 1.259 -0.397 0.298 0.298
O -3.132 1.363 -0.563 -1.828 0.533 -2.105 -0.619
H -4.063 1.069 -0.619 0.429 0.739 -0.280 0.301
H -2.876 0.892 0.181 1.333 -1.147 2.471 0.310
O 1.014 2.253 0.697 -1.498 -0.281 -1.552 -0.630
H 1.911 2.370 0.307 -1.754 0.311 0.993 0.370
H 0.645 1.618 -0.029 0.717 1.926 2.411 0.310
O -5.221 -1.389 -0.464 1.108 -1.218 0.742 -0.619
H -4.755 -2.173 -0.052 -0.950 1.210 -0.640 0.327
H -4.475 -0.851 -0.757 -0.090 -0.105 -0.182 0.300
O 2.531 1.101 -0.446 3.730 -0.069 0.172 -0.670
H 3.434 1.491 -0.536 -0.675 -0.301 0.427 0.313
H 2.507 0.644 -1.245 -0.480 -1.529 -2.497 0.302
```
Positions in Å, forces in eV/Å.

Its SMILES is O.O.O.O.O.O. As for the HOMO-LUMO gap: 9.99 eV. The calculated total energy comes out at -458.54550 a.u. For the highest occupied orbital energy, the calculation gives -10.18 eV. The LUMO energy comes out at -0.2 eV. The value obtained for the relative energy (zero: lowest compared OMol25 entry of this formula, charge and spin) is 333.4 kJ/mol.

***

Entry 4:
Entry from OMol25: a molecular structure, C29H24N5O4Zr (wB97M-V/def2-TZVPD).

Geometry as XYZ:
```
63
Properties=species:S:1:pos:R:3:forces:R:3:mulliken_charge:R:1
Zr 0.467 -0.571 0.531 0.204 0.185 0.233 0.409
O 1.729 0.653 1.481 -0.180 0.383 0.585 -0.701
C 1.198 1.436 2.441 0.290 -0.413 -0.212 0.684
C 1.352 2.816 2.406 0.061 0.137 0.032 -0.502
C 0.791 3.595 3.399 -0.009 0.056 0.040 -0.462
C 0.085 3.025 4.463 0.041 -0.015 -0.075 -0.800
C -0.058 1.659 4.508 0.001 0.038 0.039 -0.938
C 0.478 0.847 3.496 -0.227 -0.280 0.255 0.726
C 0.264 -0.587 3.601 0.144 0.056 0.004 -0.132
N 0.465 -1.436 2.658 -0.142 -0.163 -0.004 0.102
C 0.161 -2.863 2.869 0.096 0.195 0.004 -0.877
C 0.646 -3.645 1.647 -0.049 -0.016 -0.159 -0.829
N 0.205 -2.893 0.478 0.185 -0.035 0.075 0.279
C -0.550 -3.394 -0.417 -0.340 0.098 0.018 -0.408
C -1.349 -2.523 -1.278 0.192 -0.325 0.015 0.707
C -1.752 -2.919 -2.560 -0.023 -0.021 -0.033 -0.692
C -2.654 -2.165 -3.273 -0.027 0.071 0.059 -0.855
C -3.219 -1.033 -2.673 -0.017 -0.026 -0.073 -0.533
C -2.866 -0.645 -1.400 -0.042 0.092 -0.034 -0.506
C -1.897 -1.360 -0.694 0.036 -0.009 0.597 0.818
O -1.519 -0.962 0.541 -0.478 -0.128 -0.383 -0.821
H 1.904 3.255 1.586 -0.004 0.007 -0.003 0.477
H 0.904 4.670 3.350 -0.003 -0.010 0.006 0.427
H -0.342 3.650 5.235 0.004 0.004 -0.010 0.431
H -0.597 1.191 5.324 0.005 0.016 -0.014 0.387
H -0.118 -0.942 4.561 0.024 0.011 0.043 0.441
H -0.919 -2.984 2.974 -0.034 0.002 -0.020 0.370
H 0.646 -3.232 3.773 -0.011 -0.011 0.039 0.520
H 0.234 -4.655 1.652 0.014 -0.043 0.004 0.457
H 1.734 -3.718 1.646 0.012 0.028 0.020 0.193
H -0.729 -4.471 -0.450 0.025 -0.032 -0.052 0.493
H -1.345 -3.831 -2.984 -0.001 0.015 0.011 0.494
H -2.947 -2.459 -4.271 -0.001 0.007 0.014 0.429
H -3.954 -0.450 -3.214 0.015 -0.015 -0.009 0.438
H -3.310 0.223 -0.929 0.011 -0.013 -0.011 0.575
O -2.050 3.264 0.558 0.001 -0.003 -0.094 -0.737
C -2.165 3.403 -0.779 -0.045 0.152 0.171 0.508
C -3.042 4.397 -1.216 -0.002 -0.026 -0.103 -0.646
C -3.219 4.621 -2.563 -0.037 0.035 -0.017 -0.309
C -2.529 3.863 -3.513 -0.002 0.003 0.055 -0.885
C -1.662 2.884 -3.086 -0.013 -0.004 -0.057 -0.451
C -1.462 2.632 -1.719 0.040 -0.092 -0.026 -0.125
C -0.548 1.563 -1.309 -0.211 0.235 0.240 1.270
O -0.396 1.324 -0.035 0.097 -0.057 -0.423 -0.243
N 0.100 0.887 -2.232 0.317 -0.361 -0.092 -1.395
N 0.913 -0.035 -1.617 -0.176 0.384 -0.396 0.844
C 1.887 -0.536 -2.265 0.287 -0.185 -0.026 -0.405
C 2.864 -1.327 -1.494 -0.317 0.135 -0.167 0.649
C 4.053 -1.758 -2.045 0.153 -0.101 -0.018 -1.058
C 4.999 -2.339 -1.211 0.034 -0.001 -0.101 -0.238
C 4.733 -2.442 0.142 0.004 -0.020 0.070 -1.106
C 3.510 -1.994 0.613 -0.058 -0.058 -0.064 -0.277
N 2.579 -1.481 -0.188 0.060 0.251 -0.020 0.377
H -1.411 2.553 0.729 0.046 -0.100 0.040 0.222
H -3.567 4.977 -0.470 0.009 -0.008 -0.007 0.479
H -3.902 5.397 -2.884 0.015 -0.018 -0.008 0.398
H -2.671 4.046 -4.569 0.002 -0.002 0.006 0.431
H -1.116 2.285 -3.802 0.004 -0.003 0.028 0.483
H 2.054 -0.273 -3.305 0.045 -0.035 -0.013 0.423
H 4.243 -1.620 -3.101 -0.004 0.002 0.020 0.494
H 5.942 -2.685 -1.612 -0.013 0.007 0.000 0.433
H 5.456 -2.854 0.832 0.004 0.004 -0.014 0.431
H 3.269 -2.036 1.668 -0.014 0.024 0.017 0.628
```
Positions in Å, forces in eV/Å.

As for the HOMO-LUMO gap: 6.63 eV. As for the net charge: +1. The calculated total energy comes out at -1741.29616 a.u. For the highest occupied orbital energy, the calculation gives -10.50 eV. The LUMO energy comes out at -3.9 eV. The value obtained for the relative energy (zero: lowest compared OMol25 entry of this formula, charge and spin) is 82.7 kJ/mol.

***

Entry 5:
Entry from OMol25: a molecular structure, C16H9Br4HgN4O4S (wB97M-V/def2-TZVPD).

Geometry as XYZ:
```
39
Properties=species:S:1:pos:R:3:forces:R:3:mulliken_charge:R:1
Hg -0.602 -0.402 -1.074 -0.320 -0.019 -0.594 -0.009
N 2.411 -7.105 2.449 0.197 0.084 0.102 -0.608
C 1.416 -6.151 2.178 -0.134 0.147 -0.057 1.123
C 0.533 -5.746 3.179 0.014 -0.089 -0.024 -0.654
C -0.447 -4.805 2.911 0.052 -0.088 0.012 -0.261
C -0.551 -4.261 1.643 -0.288 0.110 -0.054 -0.165
C 0.345 -4.621 0.652 0.021 0.064 -0.002 -0.398
C 1.327 -5.561 0.918 0.078 -0.112 0.051 -0.740
S -1.935 -3.199 1.227 -0.176 0.391 0.089 1.207
O -2.986 -3.510 2.181 0.188 -0.053 0.134 -0.769
O -2.234 -3.510 -0.153 0.078 -0.016 0.054 -0.756
N -1.475 -1.675 1.281 0.033 -0.543 -0.089 -0.524
C -0.839 -1.133 2.322 -0.065 -0.012 0.311 0.359
N -0.560 -1.843 3.450 -0.071 0.082 -0.025 -0.350
C 0.058 -1.204 4.427 0.045 -0.014 -0.045 0.008
C 0.438 0.126 4.360 -0.009 0.031 0.025 -0.815
C 0.111 0.772 3.167 -0.055 -0.114 0.026 -0.026
N -0.509 0.181 2.174 -0.087 0.054 -0.066 -0.411
H 2.187 -7.737 3.199 -0.043 -0.061 -0.029 0.219
H 2.762 -7.582 1.635 -0.041 -0.052 -0.023 0.225
H 0.608 -6.191 4.167 0.017 0.025 0.017 0.216
H -1.141 -4.479 3.671 -0.024 -0.049 -0.015 0.397
H 0.260 -4.161 -0.325 -0.011 -0.043 -0.016 0.393
H 2.025 -5.861 0.144 0.010 0.054 -0.018 0.236
H 0.256 -1.796 5.320 0.044 0.034 0.007 0.358
H 0.945 0.628 5.171 0.009 -0.011 0.001 0.349
H 0.351 1.822 3.015 0.059 -0.013 0.002 0.400
Br 7.009 0.660 -0.506 -0.014 0.033 -0.016 -0.201
C 5.155 1.010 -0.693 -0.088 -0.586 0.038 0.151
C 4.715 2.286 -1.090 -0.436 0.306 -0.220 0.105
Br 5.977 3.656 -1.453 -0.006 -0.043 0.007 -0.197
C 3.360 2.523 -1.232 0.705 0.647 0.044 -0.121
Br 2.729 4.214 -1.827 -0.036 -0.153 0.053 -0.157
C 2.345 1.590 -0.845 -0.831 0.109 -0.176 0.457
O 1.139 1.882 -0.876 0.624 -0.131 0.227 -0.599
C 2.814 0.226 -0.459 -0.604 -0.699 0.014 0.303
O 2.016 -0.688 -0.190 0.378 0.584 0.060 -0.424
C 4.228 0.010 -0.465 0.920 -0.009 0.241 -0.174
Br 4.782 -1.749 -0.004 -0.133 0.156 -0.046 -0.143
```
Positions in Å, forces in eV/Å.

The multiplicity is 2. As for the HOMO-LUMO gap (spin up / spin down): 5.01 / 4.97 eV. As for the net charge: -2. Its expectation value of S² is 0.78. The calculated total energy comes out at -11982.82290 a.u. For the highest occupied orbital energy (spin up / spin down), the calculation gives -1.06 / -1.04 eV. The LUMO energy (spin up / spin down) comes out at 3.9 / 3.9 eV.

***

Entry 6:
Entry from OMol25: a molecular structure, C6H12MnN5O2SSe2Te2 (wB97M-V/def2-TZVPD).

Geometry as XYZ:
```
31
Properties=species:S:1:pos:R:3:forces:R:3:mulliken_charge:R:1
Mn 0.073 -0.112 0.392 0.050 0.278 0.405 0.497
N 0.800 -0.590 2.357 -0.009 -0.020 -0.209 -0.431
C -0.263 -1.151 3.219 -0.015 0.009 0.050 -0.442
C -1.413 -0.172 3.383 0.009 0.002 -0.029 -0.506
C -2.156 0.165 2.090 -0.086 -0.042 0.012 0.613
O -3.047 1.001 2.100 0.031 -0.029 0.010 -0.687
O -1.786 -0.497 1.033 0.053 0.223 -0.022 -0.634
H 1.570 -1.247 2.275 0.010 0.009 -0.027 0.248
H 1.176 0.260 2.768 0.011 -0.014 -0.004 0.253
H 0.136 -1.418 4.201 0.008 0.004 -0.009 0.404
H -0.617 -2.062 2.737 -0.001 -0.004 -0.004 0.255
H -1.080 0.768 3.829 0.017 -0.001 -0.008 0.228
H -2.149 -0.593 4.072 0.004 0.010 -0.002 0.336
Se 2.102 0.440 -0.859 0.038 0.012 0.001 -0.323
Te 3.676 -1.460 -0.807 0.035 0.023 0.036 -0.024
Te 2.025 -3.563 -1.066 -0.062 -0.009 0.003 0.133
Se -0.093 -2.684 -0.307 -0.046 -0.148 -0.095 -0.320
C -3.936 2.320 -1.560 0.010 -0.004 -0.021 -1.303
C -2.968 2.861 -0.581 -0.009 -0.033 -0.049 1.063
N -3.162 3.865 0.202 -0.051 0.024 0.029 -0.824
N -2.029 3.924 0.966 0.000 0.060 0.013 0.272
C -1.137 2.970 0.695 0.117 -0.145 -0.024 0.069
S 0.334 2.640 1.412 -0.075 -0.036 -0.038 -0.369
N -1.723 2.310 -0.353 -0.092 0.014 0.162 0.548
N -1.209 1.148 -0.922 0.091 -0.156 -0.165 -0.883
H -4.802 2.975 -1.593 0.006 0.003 0.003 0.349
H -4.262 1.326 -1.247 0.002 -0.007 -0.003 0.311
H -3.501 2.250 -2.557 -0.009 -0.008 -0.006 0.331
H -1.954 4.591 1.713 0.007 -0.006 0.012 0.187
H -1.946 0.443 -0.907 -0.036 -0.013 -0.023 0.356
H -0.874 1.335 -1.862 -0.008 0.003 0.002 0.292
```
Positions in Å, forces in eV/Å.

The multiplicity is 5. As for the HOMO-LUMO gap (spin up / spin down): 7.02 / 5.12 eV. Its expectation value of S² is 6.04. The calculated total energy comes out at -7548.25530 a.u. For the highest occupied orbital energy (spin up / spin down), the calculation gives -7.39 / -7.33 eV. The LUMO energy (spin up / spin down) comes out at -0.4 / -2.2 eV. The value obtained for the relative energy (zero: lowest compared OMol25 entry of this formula, charge and spin) is 50.0 kJ/mol.